1.
Molecular formula: C25H32AsPRuSSi2
Method: DFT, wB97M-V/def2-TZVPD

Each line ends with the Mulliken spin population.
Geometry (Å):
Ru: 0.0449 -0.0397 0.4689  0.3216
C: -0.2036 6.2844 3.5198  0.0017
C: 1.0067 5.6124 3.5965  -0.0006
C: 1.1521 4.3610 3.0095  -0.0019
C: 0.0782 3.7893 2.3365  0.0189
C: -1.1432 4.4616 2.2696  0.0064
C: -1.2796 5.7095 2.8549  -0.0006
P: 0.1991 2.1929 1.4792  -0.0581
C: 1.9300 1.6599 1.6571  -0.0005
C: 2.8875 1.8656 0.6621  0.0334
C: 4.1996 1.4600 0.8681  -0.0019
C: 4.5574 0.8360 2.0534  0.0021
C: 3.6078 0.6263 3.0515  -0.0104
C: 2.3018 1.0370 2.8565  -0.0008
C: 0.0702 2.5599 -0.2983  -0.0122
C: 0.1568 3.7721 -0.9643  0.0020
C: -0.0102 3.7779 -2.3464  -0.0033
C: -0.2690 2.5940 -3.0282  0.0021
C: -0.3742 1.3789 -2.3512  0.0043
C: -0.2025 1.3680 -0.9804  0.0118
H: -0.3100 7.2584 3.9801  0.0001
H: 1.8455 6.0598 4.1137  0.0000
H: 2.1012 3.8434 3.0713  -0.0001
H: -1.9808 4.0088 1.7504  0.0003
H: -2.2258 6.2316 2.7970  0.0000
H: 2.6003 2.3430 -0.2670  -0.0009
H: 4.9424 1.6302 0.0985  0.0006
H: 5.5799 0.5154 2.2074  0.0002
H: 3.8901 0.1419 3.9775  -0.0002
H: 1.5699 0.9044 3.6463  -0.0007
H: 0.3473 4.6894 -0.4182  0.0002
H: 0.0607 4.7073 -2.8958  0.0000
H: -0.3870 2.6138 -4.1049  0.0001
H: -0.6029 0.4699 -2.8928  -0.0021
C: -3.8326 -0.8425 3.3475  0.0329
Si: -4.0485 -1.0926 1.5175  -0.0286
C: -4.7937 0.3994 0.7006  0.0063
C: -4.9835 -2.6285 1.0616  0.0124
As: -1.8845 -1.3882 0.5263  0.6145
Si: -0.8859 -3.1114 1.8816  -0.0226
C: -2.1358 -4.3416 2.5135  0.0051
C: -0.0907 -2.1065 3.2493  0.0500
C: 0.3963 -4.0633 0.9265  0.0087
H: -4.7992 -0.6335 3.8156  0.0068
H: -3.1715 0.0053 3.5418  -0.0006
H: -3.4100 -1.7250 3.8301  -0.0053
H: -5.7916 0.5976 1.1024  0.0003
H: -4.8884 0.2347 -0.3748  0.0020
H: -4.1800 1.2892 0.8574  -0.0009
H: -5.9996 -2.5767 1.4633  -0.0007
H: -4.5122 -3.5306 1.4467  -0.0037
H: -5.0503 -2.7169 -0.0251  0.0028
H: -2.8849 -3.8934 3.1678  -0.0006
H: -1.6108 -5.1153 3.0831  -0.0003
H: -2.6472 -4.8352 1.6847  0.0033
H: -0.8404 -1.6451 3.8951  0.0019
H: 0.5071 -1.3014 2.8036  -0.0178
H: 0.5784 -2.7101 3.8694  0.0024
H: -0.0498 -4.5529 0.0582  0.0027
H: 0.8186 -4.8380 1.5732  -0.0011
H: 1.2144 -3.4330 0.5774  -0.0001
S: 2.4175 -1.4654 -1.4830  -0.0023
C: 1.4987 -1.0249 -0.3621  0.0212

Forces on atoms 1 to 3 (eV/Å):
1.796 0.409 1.018
0.028 0.021 0.006
0.013 -0.059 0.016

The calculation puts the electronic energy at -125737.796 eV. As for the spin multiplicity: 2. The energy above the lowest of the compared OMol25 structures with the same formula, charge and spin comes out at 23.0 kcal/mol. As for the charge: +1.



2.
Molecular formula: CH3FN2O
Method: DFT, wB97M-V/def2-TZVPD

Each line ends with the natural charge from an NBO analysis.
Geometry (Å):
C: 0.1124 0.2218 -0.0728  0.6128
N: -1.1653 0.4501 -0.1364  -0.7700
N: 0.7474 -0.9120 -0.0217  -0.2041
O: 1.1347 1.8324 0.1526  -0.6995
F: 2.1069 -0.9272 0.1536  -0.1639
H: -1.8720 -0.2745 -0.1135  0.3918
H: -1.4343 1.4213 -0.2220  0.4485
H: 0.3703 -1.8119 0.2602  0.3845

Forces on atoms 1 to 3 (eV/Å):
4.321 5.697 1.055
-0.468 -0.581 -0.117
-0.482 -0.634 0.078

The calculation puts the electronic energy at -8824.111 eV. The energy above the lowest of the compared OMol25 structures with the same formula, charge and spin comes out at 142.0 kcal/mol.



3.
Molecular formula: C20H29N3O4S
Method: DFT, wB97M-V/def2-TZVPD

Each line ends with the natural charge from an NBO analysis.
Geometry (Å):
C: -4.3054 -3.5764 -0.2062  -0.7179
C: -3.0362 -3.0146 0.3947  0.6945
O: -2.8868 -2.8095 1.5741  -0.5908
N: -2.0776 -2.7777 -0.5586  -0.6114
C: -0.7681 -2.3365 -0.3944  0.1692
C: -0.0052 -2.1173 -1.5444  -0.2434
C: 1.3118 -1.7138 -1.4429  -0.1678
C: 1.8717 -1.5221 -0.1933  -0.3731
C: 1.1301 -1.7403 0.9530  -0.1942
C: -0.1894 -2.1423 0.8613  -0.2059
H: -0.7742 -2.3209 1.7481  0.2563
H: 1.6081 -1.6260 1.9136  0.2398
S: 3.5835 -1.0027 -0.0616  2.3356
O: 4.2383 -1.3302 -1.2913  -0.9353
O: 4.1175 -1.4889 1.1762  -0.9418
N: 3.5720 0.6606 0.0415  -0.6743
C: 3.2708 1.2569 1.3163  -0.2415
H: 3.9134 2.1318 1.4590  0.2025
C: 1.7973 1.6561 1.4424  -0.2280
N: 1.3842 2.4165 0.2789  -0.4467
C: 0.1009 2.7981 0.0355  0.6967
O: -0.1987 3.3845 -0.9863  -0.6394
C: -0.8930 2.4676 1.1315  -0.5000
C: -2.3080 2.9314 0.7856  -0.3865
C: -2.9506 2.1037 -0.3284  -0.2229
C: -3.1182 0.6214 0.0598  -0.4164
H: -2.3472 -0.0061 -0.3866  0.2070
H: -3.0598 0.5063 1.1435  0.1998
C: -4.5222 0.2331 -0.4001  -0.4011
H: -4.9174 -0.6160 0.1561  0.2056
H: -4.5204 -0.0112 -1.4647  0.1885
C: -5.3199 1.5109 -0.1676  -0.4038
H: -5.5134 1.6319 0.8992  0.1948
H: -6.2742 1.5166 -0.6928  0.2084
C: -4.3728 2.6036 -0.6613  -0.3903
H: -4.4826 2.7249 -1.7393  0.2021
H: -4.5817 3.5653 -0.1953  0.2060
H: -2.3149 2.1923 -1.2111  0.2249
H: -2.2599 3.9729 0.4632  0.2211
H: -2.9297 2.8749 1.6821  0.1985
H: -0.8861 1.3903 1.3086  0.2252
H: -0.5607 2.9580 2.0502  0.2265
C: 2.3984 2.6658 -0.7247  -0.2411
H: 1.8940 3.1172 -1.5815  0.2652
C: 3.0672 1.3564 -1.1298  -0.2270
H: 3.8990 1.5445 -1.8153  0.2154
H: 2.3370 0.7218 -1.6438  0.2005
H: 3.1419 3.3717 -0.3413  0.1920
H: 1.1840 0.7515 1.5283  0.2036
H: 1.6622 2.2489 2.3559  0.2011
H: 3.5319 0.5159 2.0723  0.2543
H: 1.9258 -1.5774 -2.3190  0.2453
H: -0.4459 -2.2766 -2.5182  0.2123
H: -2.3454 -2.9495 -1.5183  0.3994
H: -4.6802 -2.9266 -0.9934  0.2294
H: -5.0572 -3.6715 0.5717  0.2463
H: -4.1069 -4.5603 -0.6272  0.2328

Forces on atoms 1 to 3 (eV/Å):
-0.062 -0.008 0.244
-0.331 -0.109 -0.356
0.047 0.048 0.313

The calculation puts the electronic energy at -44707.322 eV. The structure (SMILES) is CC(=O)Nc1ccc(S(=O)(=O)N2CCN(C(=O)CCC3CCCC3)CC2)cc1. The energy above the lowest of the compared OMol25 structures with the same formula, charge and spin comes out at 30.3 kcal/mol.



4.
Molecular formula: C4H14O2S2
Method: DFT, wB97M-V/def2-TZVPD

Each line ends with the natural charge from an NBO analysis.
Geometry (Å):
C: -1.9442 -1.7094 0.3454  -0.4047
C: -0.4398 -1.5861 0.6442  -0.6156
C: -2.6836 -0.3830 0.6435  -0.5545
S: -2.6971 0.6600 -0.8301  0.0845
S: -1.5160 2.2566 -0.5337  0.0817
C: 0.1404 1.7963 0.0100  -0.7531
H: -2.0843 -2.0595 -0.6746  0.2098
H: -2.3172 -2.4807 1.0208  0.1993
H: 0.0775 -1.0967 -0.1751  0.2070
H: -0.1948 -1.2067 1.6344  0.2076
H: -0.0313 -2.5998 0.7628  0.2112
H: -3.7054 -0.5815 0.9543  0.2238
H: -2.1858 0.0459 1.4999  0.2260
H: 0.7924 1.2447 -0.6492  0.1985
H: 0.5282 2.7151 0.4445  0.2428
H: 0.0331 1.1717 0.9015  0.2302
H: 2.8199 0.9369 -0.3776  0.4939
H: 3.6057 0.9281 1.0134  0.4745
O: 2.8229 0.6707 0.5490  -0.9812
H: 2.2538 0.7173 -2.4962  0.4809
H: 3.5455 -0.1485 -2.4537  0.4861
O: 3.1803 0.7086 -2.2332  -0.9486

Forces on atoms 1 to 3 (eV/Å):
0.517 0.355 1.038
-0.132 -1.402 -0.130
0.160 -1.074 -0.122

The calculation puts the electronic energy at -30140.184 eV. The structure (SMILES) is CCCSSC.O.O. The energy above the lowest of the compared OMol25 structures with the same formula, charge and spin comes out at 11.8 kcal/mol.